1.
14
Properties=species:S:1:pos:R:3 method="wB97M-V/def2-TZVPD" homo_lumo_gap_ha="0.185 / 0.349" homo_energy_ev="-11.95 / -13.62" total_charge=+1
C -2.042 0.028 -1.932
C 1.292 -2.385 -0.710
N 0.842 1.731 1.457
N -1.379 0.530 -1.089
N -1.156 0.402 0.216
O -2.311 -0.226 -3.012
I 0.987 -1.627 1.136
H 0.381 -2.567 -1.403
H 2.219 -2.761 -1.021
H 0.671 1.737 2.488
H 0.914 2.677 1.027
H -0.222 0.879 0.661
H 1.797 1.393 1.405
H -1.992 0.190 0.777



2.
99
Properties=species:S:1:pos:R:3 method="wB97M-V/def2-TZVPD" homo_lumo_gap_ha=0.235 homo_energy_ev=-10.33 total_charge=+1
C 0.368 2.151 -4.370
C 1.158 2.377 -5.692
O 2.052 1.301 -5.952
C 1.512 0.368 -6.857
C 2.636 -0.610 -7.272
C 3.535 -1.072 -6.105
C 2.988 -2.337 -5.369
C 3.441 -2.396 -3.882
P 2.839 -4.011 -3.179
P 2.105 -3.773 -1.103
S 0.465 -2.736 -1.033
H -0.187 3.059 -4.097
H 1.077 1.919 -3.562
H -0.332 1.321 -4.552
H 1.787 3.270 -5.560
H 0.434 2.491 -6.513
H 0.617 -0.164 -6.486
H 1.193 0.900 -7.775
H 2.179 -1.503 -7.735
H 3.234 -0.137 -8.062
H 4.516 -1.338 -6.533
H 3.722 -0.302 -5.343
H 1.897 -2.422 -5.488
H 3.432 -3.218 -5.872
H 3.157 -1.524 -3.277
H 4.543 -2.460 -3.879
H 1.847 -4.619 -3.996
H 3.946 -4.913 -3.141
H 1.856 -5.086 -0.589
H 3.146 -3.191 -0.324
C 1.670 0.077 3.313
O 2.341 -1.060 3.819
C 2.848 -1.885 2.790
C 3.955 -2.777 3.319
O 5.203 -2.115 3.450
C 5.315 -1.193 4.533
C 5.422 -1.864 5.889
O 4.140 -2.282 6.335
C 4.220 -3.311 7.300
H 0.804 -0.218 2.709
H 1.326 0.668 4.161
H 2.351 0.693 2.716
H 3.235 -1.272 1.965
H 2.019 -2.509 2.420
H 4.128 -3.569 2.584
H 3.666 -3.262 4.253
H 4.509 -0.459 4.511
H 6.247 -0.653 4.352
H 5.818 -1.148 6.619
H 6.100 -2.721 5.818
H 4.716 -4.194 6.883
H 3.205 -3.586 7.582
H 4.756 -2.968 8.191
C -0.281 -2.434 5.033
O -0.992 -2.130 6.211
C -0.123 -1.736 7.264
C -0.881 -0.951 8.317
O -1.114 0.407 7.955
C -2.106 0.637 6.961
C -3.525 0.446 7.464
O -3.856 -0.934 7.510
C -4.917 -1.197 8.403
H 0.404 -3.274 5.199
H -1.004 -2.710 4.265
H 0.276 -1.564 4.688
H 0.696 -1.122 6.871
H 0.293 -2.646 7.716
H -0.255 -0.903 9.211
H -1.810 -1.447 8.600
H -1.914 0.045 6.065
H -1.992 1.688 6.684
H -4.226 0.937 6.777
H -3.619 0.894 8.459
H -4.648 -0.898 9.422
H -5.104 -2.269 8.396
H -5.828 -0.674 8.089
C -5.596 4.275 -8.519
O -5.370 3.788 -7.213
C -4.355 2.800 -7.180
C -3.790 2.663 -5.778
O -2.856 3.683 -5.439
C -3.401 4.976 -5.184
C -4.128 5.076 -3.856
O -5.429 4.517 -3.958
C -5.944 4.135 -2.701
H -5.935 3.472 -9.181
H -6.370 5.039 -8.462
H -4.686 4.734 -8.923
H -3.547 3.060 -7.874
H -4.802 1.845 -7.487
H -3.220 1.731 -5.738
H -4.581 2.589 -5.031
H -4.026 5.311 -6.012
H -2.538 5.644 -5.142
H -4.235 6.131 -3.577
H -3.549 4.554 -3.085
H -5.306 3.374 -2.237
H -6.932 3.705 -2.860
H -6.035 5.001 -2.038



3.
17
Properties=species:S:1:pos:R:3 method="wB97M-V/def2-TZVPD" homo_lumo_gap_ha=0.370 homo_energy_ev=-9.31
C 2.331 0.521 -0.254
C -1.146 0.444 -0.186
C 0.857 0.458 -0.205
N -1.868 1.323 0.681
N -0.143 -1.852 0.166
C -0.083 -0.456 0.551
O -1.970 -0.251 -1.062
N -0.012 1.165 -0.825
H -1.741 -1.192 -1.004
H -2.727 0.869 0.976
H -2.117 2.161 0.167
H 0.323 -1.999 -0.724
H 0.291 -2.452 0.855
H -0.097 -0.341 1.634
H 2.646 1.261 -0.984
H 2.743 -0.453 -0.515
H 2.712 0.794 0.730



4.
11
Properties=species:S:1:pos:R:3 method="wB97M-V/def2-TZVPD" homo_lumo_gap_ha=0.338 homo_energy_ev=-8.64
C -1.737 0.087 0.494
C -0.432 -0.066 0.426
C 0.441 0.387 -0.686
N 1.601 -0.391 -0.392
N 1.513 -0.927 0.852
N 0.362 -0.786 1.343
H -2.342 -0.145 1.341
H -2.348 0.343 -0.344
H -0.193 0.182 -1.597
H 0.611 1.467 -0.738
H 2.525 -0.150 -0.700



5.
12
Properties=species:S:1:pos:R:3 method="wB97M-V/def2-TZVPD" homo_lumo_gap_ha=0.294 homo_energy_ev=-9.05
C 1.758 0.786 0.141
C 0.578 0.603 -0.792
C -1.593 -1.402 0.748
H 2.591 1.283 -0.296
H 1.322 1.679 0.925
H 1.832 -0.224 0.747
H -2.069 -1.987 1.583
N -0.462 -0.285 -0.361
N -0.408 -0.829 0.751
N -2.478 -0.947 -0.280
N -1.680 -0.232 -1.017
S 0.609 1.556 -2.149



6.
16
Properties=species:S:1:pos:R:3 method="wB97M-V/def2-TZVPD" multiplicity=2 homo_lumo_gap_ha="0.282 / 0.350" homo_energy_ev="-6.53 / -8.64"
C 1.373 0.522 0.328
N 1.911 -0.683 -0.453
C -0.038 0.049 0.880
N -0.966 0.384 -0.325
C -2.364 -0.148 -0.260
H 2.169 0.714 1.117
H 1.284 1.354 -0.370
H 2.748 -1.113 -0.119
H 2.256 -0.456 -1.451
H -0.059 -1.037 1.181
H -0.422 0.771 1.745
H -0.848 1.509 -0.313
H 0.339 -1.151 -1.376
H -2.950 0.258 -1.139
H -2.199 -1.287 -0.411
H -2.758 -0.001 0.891



7.
21
Properties=species:S:1:pos:R:3 method="wB97M-V/def2-TZVPD" homo_lumo_gap_ha=0.332 homo_energy_ev=-13.81 total_charge=+1
C -1.128 1.088 0.076
C 0.231 1.039 0.226
C -1.805 -0.107 0.076
C 1.040 2.167 0.482
C -3.310 0.033 -0.305
C 1.889 -2.226 -0.571
C 1.917 -0.898 0.242
N 0.614 -0.230 0.174
S -0.876 -1.491 -0.067
H -1.710 2.062 0.173
H 0.458 2.989 0.382
H 1.417 2.095 1.598
H 1.886 2.236 -0.302
H -3.958 0.543 0.376
H -3.407 0.749 -1.043
H -3.728 -0.923 -0.562
H 2.779 -2.736 -0.408
H 1.633 -2.095 -1.550
H 1.112 -2.823 -0.114
H 2.774 -0.240 -0.136
H 2.171 -1.232 1.257



8.
14
Properties=species:S:1:pos:R:3 method="wB97M-V/def2-TZVPD" homo_lumo_gap_ha=0.320 homo_energy_ev=-8.80
H 1.095 0.290 2.696
N 0.379 -0.033 2.045
C 0.677 -0.125 0.867
C 2.340 0.500 0.219
N 3.240 0.899 0.829
C 0.157 -0.378 -0.428
C -0.386 0.793 -1.204
N -1.221 -1.423 0.188
N -2.296 -0.969 -0.097
H -3.070 -1.644 0.068
H 0.708 -1.135 -0.982
H 0.362 1.149 -1.908
H -1.285 0.471 -1.739
H -0.700 1.606 -0.554



In Ha, the energy values for the records above are, in order, -617.1766, -2821.9261, -397.2966, -281.4946, -733.8108, -230.2110, -726.5507, -374.8619.